No. 1
Below is a molecular structure, C39H46P2W in a non-equilibrium geometry, with properties calculated with ωB97M-V/def2-TZVPD.

Last column: Mulliken spin population.
Element x y z (Å)
W 0.2670 -0.5028 1.3673  1.061
C -1.3648 0.5417 -3.0115  0.016
C -1.5154 -0.7755 -2.7879  0.007
C -1.0969 -1.8473 -3.7315  0.006
C 0.2771 -1.6035 -4.4499  0.005
C 1.3096 -0.9188 -3.6129  -0.011
C 1.5822 0.4024 -3.6425  0.016
C 0.6968 1.4946 -4.1705  0.000
C -0.8100 1.1488 -4.2563  0.007
C 1.5264 -0.9119 3.0660  -0.040
H -1.8183 1.2642 -2.3392  0.008
H -2.1670 -1.1310 -1.9744  -0.006
H -1.8798 -1.9551 -4.5001  0.000
H -1.0272 -2.8174 -3.2188  0.000
H 0.6774 -2.5962 -4.7063  0.000
H 0.1125 -1.0584 -5.3918  0.001
H 1.9752 -1.6054 -3.0781  0.000
H 2.6310 0.7187 -3.4650  0.004
H 1.0596 1.8027 -5.1683  0.000
H 0.8183 2.3867 -3.5368  -0.004
H -1.3352 2.0955 -4.4177  0.000
H -0.9909 0.5003 -5.1201  0.001
H 1.5655 -0.0076 3.7056  0.026
H 2.5442 -1.2872 2.9293  0.017
H 0.9126 -1.6861 3.5591  -0.032
P -1.8144 -0.9789 0.3627  0.079
P 2.3433 0.1831 0.6757  0.034
C -0.1670 -1.5509 -0.3678  0.091
C 1.0594 -0.6739 -0.5118  0.326
C -2.8039 -2.4594 0.4505  0.002
C -2.8003 -3.3772 -0.6128  0.006
C -3.4944 -4.5705 -0.4735  0.002
C -4.1464 -4.8779 0.7281  0.000
C -4.1385 -3.9597 1.7848  0.000
C -3.4950 -2.7376 1.6596  -0.003
C -2.7919 0.5051 -0.0752  -0.048
C -2.1647 1.7715 -0.1495  0.029
C -2.9127 2.9392 -0.2746  0.012
C -4.3026 2.8734 -0.3531  0.006
C -4.9308 1.6258 -0.3212  -0.001
C -4.1956 0.4514 -0.1909  0.000
C 3.8921 -0.7840 0.7037  -0.008
C 3.8364 -2.1827 0.8245  0.006
C 5.0246 -2.8948 1.0212  0.006
C 6.2577 -2.2357 1.0349  -0.003
C 6.3026 -0.8428 0.8894  0.004
C 5.1294 -0.1101 0.7199  -0.004
C 2.6833 1.9045 0.2125  0.030
C 2.7511 2.9355 1.1738  -0.009
C 3.0217 4.2365 0.7474  0.001
C 3.1696 4.5213 -0.6099  0.007
C 2.9651 3.5175 -1.5648  0.003
C 2.6821 2.2189 -1.1440  -0.027
H -0.2262 -2.4875 -0.9423  0.037
H 1.5858 -0.6478 -1.4607  0.174
H -2.2688 -3.1312 -1.5308  -0.003
H -3.5268 -5.2623 -1.3186  0.000
H -4.6877 -5.8185 0.8227  0.000
H -4.6717 -4.1902 2.7124  0.000
H -3.5059 -1.9833 2.4380  -0.001
H -1.0745 1.8442 -0.1654  0.041
H -2.4005 3.9009 -0.3285  0.000
H -4.8842 3.7907 -0.4688  0.000
H -6.0154 1.5756 -0.4233  0.000
H -4.6768 -0.5252 -0.1866  0.001
H 2.8792 -2.7040 0.7744  -0.009
H 4.9839 -3.9807 1.1478  0.000
H 7.1772 -2.8079 1.1343  0.000
H 7.2617 -0.3279 0.9127  0.000
H 5.1473 0.9726 0.6012  0.003
H 2.5755 2.6828 2.2204  -0.001
H 3.1194 5.0351 1.4804  0.000
H 3.4285 5.5289 -0.9384  0.000
H 3.0254 3.7373 -2.6307  0.000
H 2.4150 1.4296 -1.8406  0.012
C -2.0688 2.2502 4.1885  0.001
C -0.8277 1.3384 4.0484  0.043
C -0.7194 0.3062 5.1675  0.004
C -0.9268 0.7916 2.5977  0.047
H -2.9970 1.6601 4.2079  0.000
H -2.1364 2.9041 3.3068  -0.001
H -2.0429 2.8914 5.0754  0.000
H 0.0716 1.9696 4.1079  0.000
H -1.4806 -0.4787 5.1111  -0.001
H 0.2447 -0.1991 5.1405  0.000
H -0.7887 0.7864 6.1532  0.001
H -1.9380 0.3567 2.5337  0.011
H -0.9603 1.6929 1.9648  0.016

Properties
E_HOMO (alpha / beta) (eV): -13.68 / -13.79
Kohn-Sham gap (alpha / beta) (eV): 6.9 / 4.9
Net charge: +2
Multiplicity: 3



No. 2
Below is a molecular structure, C39H47As2ClCoO7SSb2 in a non-equilibrium geometry, with properties calculated with ωB97M-V/def2-TZVPD.

Last column: Mulliken spin population.
Element x y z (Å)
Co 0.7598 -0.2536 -0.3822  1.943
C -4.9866 0.5676 0.8036  0.006
Sb -3.5870 -0.8637 0.0573  0.349
C -2.4439 -1.0373 1.8480  0.076
C -5.1120 -2.6479 0.2431  0.305
C -4.6770 -3.3761 1.4160  -0.042
C -5.2688 -3.0963 2.6689  0.078
C -4.8493 -3.7262 3.8130  -0.036
C -3.8031 -4.6565 3.7344  0.105
C -3.2004 -4.9270 2.5245  -0.059
C -3.5993 -4.2905 1.3414  0.089
C -2.8602 -4.5159 0.0916  0.016
Sb -1.0387 -3.2044 -0.1721  0.031
C 0.0195 -4.9269 -0.8913  0.012
C -0.3613 -3.4132 1.8596  0.002
H -5.8248 0.6924 0.1209  0.000
H -4.4731 1.5170 0.9335  -0.003
H -5.3442 0.2036 1.7674  0.001
H -2.6146 -1.9838 2.3563  -0.015
H -2.7308 -0.2110 2.4952  0.002
H -1.3926 -0.9477 1.5753  -0.004
H -5.0399 -3.1491 -0.7140  -0.001
H -6.0465 -2.1020 0.3513  0.009
H -6.0782 -2.3760 2.7074  -0.001
H -5.3207 -3.5104 4.7622  -0.001
H -3.4605 -5.1614 4.6281  0.004
H -2.3882 -5.6412 2.4766  0.000
H -3.4438 -4.3386 -0.8088  0.002
H -2.4383 -5.5174 0.0562  0.004
H -0.0865 -5.7255 -0.1584  0.000
H 1.0727 -4.6973 -1.0454  0.000
H -0.4157 -5.2391 -1.8402  0.000
H -0.2298 -4.4650 2.1101  0.000
H -1.0528 -2.9500 2.5614  -0.002
H 0.6005 -2.9023 1.9200  0.002
C 1.2962 3.0707 0.7902  0.016
C 0.3152 2.3651 1.7324  -0.020
As 0.7489 0.4578 1.9214  -0.040
C -0.1134 0.0199 3.6139  0.010
C 0.4242 -0.9840 4.4157  0.003
C -0.2356 -1.3909 5.5654  -0.001
C -1.4398 -0.7989 5.9250  0.003
C -1.9770 0.2065 5.1350  -0.002
C -1.3169 0.6124 3.9826  0.000
C 2.6066 0.5450 2.5082  0.009
C 3.1155 1.6245 3.2238  -0.005
C 4.4672 1.6945 3.5264  0.000
C 5.3211 0.6744 3.1306  -0.001
C 4.8173 -0.4201 2.4437  0.002
C 3.4676 -0.4802 2.1240  -0.001
As 2.0257 1.8531 -0.5971  0.024
C 1.7165 2.7004 -2.3223  -0.005
C 1.6554 4.0754 -2.5219  0.002
C 1.4538 4.5893 -3.7933  0.000
C 1.3239 3.7320 -4.8797  0.000
C 1.3939 2.3606 -4.6871  0.000
C 1.5778 1.8439 -3.4092  0.002
C 3.9125 2.3536 -0.3850  0.015
C 4.2506 3.6842 -0.1403  0.000
C 5.5768 4.0676 -0.0159  0.000
C 6.5864 3.1211 -0.1304  0.000
C 6.2581 1.7969 -0.3718  0.000
C 4.9285 1.4132 -0.5006  0.001
H 2.1619 3.4145 1.3496  0.001
H 0.8207 3.9298 0.3152  0.001
H -0.6840 2.3919 1.3019  -0.003
H 0.2753 2.8593 2.7062  -0.003
H 1.3674 -1.4447 4.1427  0.000
H 0.1922 -2.1680 6.1858  0.000
H -1.9538 -1.1170 6.8226  0.000
H -2.9094 0.6786 5.4182  0.000
H -1.7395 1.4029 3.3721  0.002
H 2.4540 2.4123 3.5661  0.000
H 4.8564 2.5512 4.0618  0.000
H 6.3785 0.7370 3.3528  0.000
H 5.4775 -1.2196 2.1330  0.000
H 3.0923 -1.3114 1.5393  0.001
H 1.7596 4.7557 -1.6852  0.001
H 1.4009 5.6607 -3.9393  0.000
H 1.1744 4.1361 -5.8725  0.000
H 1.3039 1.6850 -5.5284  0.000
H 1.6252 0.7688 -3.2635  0.002
H 3.4798 4.4391 -0.0443  0.001
H 5.8220 5.1059 0.1688  0.000
H 7.6228 3.4170 -0.0312  0.000
H 7.0394 1.0524 -0.4580  0.000
H 4.6859 0.3761 -0.6788  0.000
O 1.1955 -1.5465 -2.3127  0.010
Cl 2.3706 -2.0782 -1.6165  -0.002
O 3.4448 -1.1354 -1.6835  -0.004
O 2.7587 -3.3355 -2.1633  0.002
O 1.9401 -2.2410 -0.2114  0.013
C -2.0101 1.7221 -3.1760  0.005
S -1.8694 1.6004 -1.4205  0.040
O -3.2668 1.4693 -0.9086  0.040
O -1.2261 2.8020 -0.9619  -0.007
O -1.1379 0.3512 -1.1637  0.020
H -1.0030 1.6872 -3.5863  -0.001
H -2.4800 2.6774 -3.3990  -0.001
H -2.6131 0.8969 -3.5460  0.001

Properties
E_HOMO (alpha / beta) (eV): -7.44 / -7.57
Kohn-Sham gap (alpha / beta) (eV): 7.9 / 5.0
Net charge: 0
Multiplicity: 4



Molecular weight list, top to bottom, in g/mol: 760.59; 1147.62
Relative energy (zero: lowest compared OMol25 entry of this formula, charge and spin) list, top to bottom, in eV: 0.3430; 0.0000